# BaH32O16

BaH32O16 as an isolated structure (ωB97M-V/def2-TZVPD, the OMol25 dataset).

The geometry in XYZ format:
```
49
Properties=species:S:1:pos:R:3
Ba -13.1548 13.0615 10.9034
O -10.9116 17.5439 13.4287
H -11.0865 16.6148 13.5779
H -9.9917 17.6564 13.6680
O -15.2263 12.9638 8.8630
H -15.7045 13.6889 8.4608
H -15.5533 12.1832 8.4158
O -11.7214 11.8350 12.8202
H -11.1270 11.0916 12.9216
H -11.6527 12.3118 13.6473
O -15.1019 10.8735 11.2694
H -15.3582 10.3310 10.5237
H -14.7557 10.2524 11.9103
O -10.4238 13.3845 15.0849
H -10.9750 14.1540 15.2271
H -10.7312 12.7468 15.7291
O -10.7197 16.7000 10.3301
H -11.0440 15.7997 10.3520
H -10.2755 16.7746 9.4855
O -15.6202 14.0281 11.9644
H -16.3758 13.4844 12.1871
H -15.9670 14.9197 11.9329
O -12.9428 14.4711 13.3066
H -13.2888 15.2592 12.8878
H -13.1162 14.5992 14.2392
O -12.1386 13.6726 8.2784
H -12.6531 14.1076 7.5984
H -11.2291 13.8702 8.0545
O -10.5919 13.7638 10.6120
H -10.0275 14.0346 9.8879
H -9.9918 13.6221 11.3441
O -13.3613 15.9757 11.0708
H -12.5428 16.4537 11.2041
H -13.9803 16.6397 10.7671
O -15.6207 8.9376 9.0827
H -15.1513 8.4131 8.4340
H -15.9487 9.6904 8.5907
O -9.6756 14.7316 8.1426
H -8.8652 15.1537 8.4279
H -9.5542 14.5887 7.2040
O -12.0963 10.5895 10.1010
H -12.2721 9.6778 9.8682
H -11.1986 10.5835 10.4332
O -8.7171 10.6667 12.0177
H -8.7632 11.6173 12.1195
H -7.8364 10.4361 12.3134
O -13.9663 9.0169 13.2977
H -14.1779 8.0835 13.2815
H -13.1693 9.0731 13.8249
```

The charge is +2. The energy relative to the best compared isomer or geometry (same formula, charge and spin) comes out at 7.4 kcal per mole. For the HOMO energy, the calculation gives -16.09 eV. The calculation puts the calculated total energy at -1248.192891 Eh. As for the gap between HOMO and LUMO: 10.8 eV.

***

# C2H8N2O2

A 2-piece molecular cluster, C2H8N2O2 overall (ωB97M-V/def2-TZVPD, the OMol25 dataset).

The geometry in XYZ format:
```
14
Properties=species:S:1:pos:R:3
C 1.3855 0.0682 0.9160
C -1.2759 -0.4970 -0.1521
N 0.1458 0.7251 -1.5223
N 0.1183 -0.3476 -0.6411
O 0.9248 1.2139 1.5437
O -1.5512 -1.8045 0.1431
H 1.5569 -0.8173 1.4667
H 2.2291 0.2740 0.1554
H -1.4035 0.0092 0.7837
H -1.8499 -0.1161 -0.9177
H 1.0558 0.9164 -1.9473
H -0.2748 1.6202 -1.3500
H 0.3337 1.0007 2.2206
H -1.3945 -2.2452 -0.6989
```

The charge is 0. The energy relative to the best compared isomer or geometry (same formula, charge and spin) comes out at 111.4 kcal per mole. For the HOMO energy, the calculation gives -7.51 eV. The calculation puts the calculated total energy at -340.852900 Eh. As for the gap between HOMO and LUMO: 8.3 eV.

***

# C26H27BrN2O8P2S

A 3-piece molecular cluster, C26H27BrN2O8P2S overall (ωB97M-V/def2-TZVPD, the OMol25 dataset).

The geometry in XYZ format:
```
67
Properties=species:S:1:pos:R:3
N 2.3909 -3.5056 -2.9461
P 2.8545 -2.3538 -4.1372
O 4.3225 -1.9408 -3.5338
C 1.8028 -0.9496 -3.5190
C 1.7028 -0.6871 -2.2157
C 0.8969 0.4746 -1.7470
O 1.2345 1.0946 -0.7734
C -0.3267 0.7836 -2.5758
C -0.2134 0.5022 -3.9416
C -1.2923 0.7553 -4.7996
N -1.1633 0.4502 -6.1688
C -1.9582 0.7749 -7.0199
S -3.0364 1.1334 -8.0827
C -2.4710 1.2473 -4.2746
C -2.5734 1.4911 -2.9141
O -3.8186 1.9401 -2.4790
C -4.6378 0.9483 -1.9330
O -4.6635 0.7344 -0.7630
C -5.5379 0.2368 -2.8930
C -5.0632 -0.6813 -3.8247
C -5.9639 -1.3376 -4.6520
C -7.3273 -1.0902 -4.5575
C -7.7887 -0.1590 -3.6341
C -6.9033 0.5009 -2.7943
C -1.5188 1.3093 -2.0222
P -1.8384 1.7954 -0.2360
O -1.1598 0.4904 0.5164
Br -0.4337 3.4922 0.1369
C 1.0698 -0.0766 -4.4701
O 1.5001 0.1685 -5.5698
H 1.5912 -4.0508 -3.2448
H 3.1611 -4.1219 -2.7165
H 4.2956 -1.1822 -2.9396
H 2.2058 -1.2959 -1.4711
H -3.3412 1.4180 -4.8947
H -4.0062 -0.8916 -3.9044
H -5.6207 -2.0620 -5.3789
H -8.0383 -1.6099 -5.1841
H -8.8461 0.0508 -3.5435
H -7.2586 1.2117 -2.0610
H -1.5877 -0.2839 0.1228
C 0.3650 -0.4735 4.3165
C 1.8285 -0.8679 4.4975
C 1.8075 -2.3318 4.0767
O 0.7808 -2.4550 3.0917
C -0.0136 -1.2633 3.0715
H 0.2087 0.5975 4.1975
H -0.2211 -0.8106 5.1745
H 2.4574 -0.2889 3.8167
H 2.2018 -0.7209 5.5102
H 1.5600 -2.9822 4.9233
H 2.7538 -2.6676 3.6496
H 0.2220 -0.7025 2.1642
H -1.0698 -1.5369 3.0458
C 6.0075 1.1484 5.9989
C 5.5529 2.6059 5.9668
C 4.0404 2.4567 6.0646
O 3.8004 1.2776 6.8350
C 5.0143 0.5393 6.9798
H 7.0424 1.0160 6.3105
H 5.8882 0.6979 5.0110
H 5.9381 3.1378 6.8394
H 5.8660 3.1452 5.0743
H 3.5908 2.3254 5.0740
H 3.5579 3.3043 6.5523
H 5.3645 0.6411 8.0127
H 4.8158 -0.5159 6.7856
```

The charge is 0. For the HOMO energy, the calculation gives -8.70 eV. The calculation puts the calculated total energy at -5373.285094 Eh. As for the gap between HOMO and LUMO: 7.3 eV.

***

# C41H31BF5N13O5S2Ti

C41H31BF5N13O5S2Ti as an isolated structure (ωB97M-V/def2-TZVPD, the OMol25 dataset).

The geometry in XYZ format:
```
99
Properties=species:S:1:pos:R:3
Ti 0.5375 0.3297 0.3577
C 1.4928 3.4775 3.1874
C 1.8592 2.4427 2.3392
N 0.8477 2.1282 1.5244
N -0.1813 2.9683 1.8298
C 0.1858 3.7651 2.8404
B -1.5628 2.7040 1.1579
N -2.0097 1.3038 1.6785
C -2.9778 0.9254 2.5140
C -2.9142 -0.4514 2.6739
C -1.8444 -0.8494 1.8920
N -1.3023 0.2131 1.2860
N -1.3428 2.5690 -0.3692
C -1.9637 3.2130 -1.3661
C -1.5383 2.6713 -2.5674
C -0.6449 1.6729 -2.2052
N -0.5312 1.6202 -0.8782
N -2.6061 3.7515 1.4006
C -2.5159 5.0890 1.6316
C -3.7787 5.6118 1.5748
C -4.6019 4.5043 1.2818
N -3.8996 3.3938 1.1676
H 2.0863 3.9480 3.9507
H 2.7952 1.9129 2.2562
H -0.5004 4.4773 3.2639
H -3.6662 1.6461 2.9192
H -3.5596 -1.0687 3.2730
H -1.4397 -1.8312 1.7087
H -2.6624 4.0074 -1.1620
H -1.8438 2.9551 -3.5586
H -0.0859 0.9959 -2.8310
H -1.5712 5.5806 1.7894
H -4.0717 6.6369 1.7185
H -5.6713 4.4754 1.1438
C 6.9327 -1.1564 2.9449
O 7.6743 -0.4697 1.9518
C 7.2988 -0.6359 0.6610
C 8.0770 0.0240 -0.2887
C 7.7717 -0.0943 -1.6267
C 6.6631 -0.8315 -2.0388
C 5.9068 -1.5113 -1.0923
C 6.2232 -1.4220 0.2547
N 6.4632 -0.8570 -3.4633
N 5.3484 -0.9886 -3.9830
C 4.1452 -0.9631 -3.2066
C 3.2519 -1.9897 -3.3312
C 2.0623 -2.0307 -2.5650
C 1.7831 -0.9949 -1.7346
O 0.6980 -0.9013 -0.9041
C 2.6241 0.1300 -1.6856
N 2.1708 1.1606 -0.9080
C 2.8987 2.2527 -0.8435
C 4.1164 2.3878 -1.5270
C 4.5747 1.3599 -2.3059
C 3.8151 0.1756 -2.4102
H 7.3683 -0.8718 3.8978
H 7.0091 -2.2385 2.8168
H 5.8805 -0.8600 2.9210
H 8.9211 0.6100 0.0492
H 8.3705 0.4051 -2.3780
H 5.0898 -2.1531 -1.3882
H 5.6194 -1.9639 0.9667
H 3.5023 -2.8188 -3.9800
H 1.4041 -2.8887 -2.6130
H 2.5024 3.0673 -0.2507
H 4.6717 3.3099 -1.4356
H 5.5008 1.4616 -2.8558
F -2.7824 -7.5642 3.4149
C -2.1803 -6.6849 2.6414
C -1.4542 -5.6465 3.2162
F -1.3688 -5.5585 4.5384
C -0.8337 -4.7276 2.4051
F -0.1521 -3.7435 2.9824
C -0.9013 -4.8017 0.9955
S -0.1410 -3.6445 0.0189
C -1.6456 -5.8752 0.4573
F -1.7582 -6.0051 -0.8534
C -2.2803 -6.7965 1.2596
F -2.9852 -7.7883 0.7336
C 2.9490 -1.5331 3.4857
S 2.5676 -1.2289 1.7853
O 3.3838 -0.1262 1.3210
O 2.6631 -2.4420 1.0339
O 1.1102 -0.6850 1.8546
H 3.3257 -2.5483 3.5763
H 2.0400 -1.4200 4.0713
H 3.6914 -0.8024 3.7939
N -6.9263 1.1762 -1.7337
C -5.9847 0.5302 -1.8537
C -4.7892 -0.2612 -2.0000
C -4.7105 -1.3013 -2.9180
C -3.5256 -2.0100 -3.0008
C -2.4720 -1.6438 -2.1757
N -2.5380 -0.6458 -1.2930
C -3.6819 0.0233 -1.2071
H -5.5575 -1.5413 -3.5465
H -3.4167 -2.8336 -3.6924
H -1.5290 -2.1790 -2.2195
H -3.7367 0.8287 -0.4794
```

The charge is +1. The energy relative to the best compared isomer or geometry (same formula, charge and spin) comes out at 12.2 kcal per mole. For the HOMO energy (alpha / beta), the calculation gives -10.36 / -10.36 eV. The calculation puts the calculated total energy at -4838.989237 Eh. As for the gap between HOMO and LUMO (alpha / beta): 6.5 / 5.6 eV. Its spin multiplicity is 2.